Here is a structure of composition C6H10O from OMol25. Energies are from ωB97M-V/def2-TZVPD.

Output
Lowest unoccupied orbital energy: 0.830 eV
Orbital gap: 8.090 eV

Geometry as XYZ:
```
17
Properties=species:S:1:pos:R:3:mulliken_charge:R:1
O -0.40969 1.55952 -1.91241 -0.539
C -0.48175 -0.44062 -0.53381 -0.540
C -0.85086 -1.09986 1.89552 -1.429
C -0.96156 -0.04276 0.81875 0.365
C 1.53466 0.15267 -1.75299 -1.022
C 0.29012 0.68260 0.56159 -0.538
C 0.27183 0.50640 -1.36890 0.466
H 0.21023 1.77258 0.46486 0.226
H 0.11577 -1.61955 1.84628 0.327
H 0.27432 2.17363 -2.21755 0.377
H -1.86531 0.55531 0.85122 0.378
H 1.23886 0.35795 0.96311 0.357
H 1.81372 0.23398 -2.79177 0.325
H -1.64099 -1.84825 1.81490 0.356
H 2.18290 -0.42388 -1.09556 0.246
H -0.18866 -1.48552 -0.70153 0.285
H -0.91683 -0.61927 2.87655 0.361
```